(1)
{"formula": "C9H16N2O4", "method": "wB97M-V/def2-TZVPD", "elements": ["C", "C", "C", "C", "C", "C", "C", "C", "C", "H", "H", "H", "H", "H", "H", "H", "H", "H", "H", "H", "H", "H", "H", "H", "H", "N", "N", "O", "O", "O", "O"], "positions_angstrom": [[-1.4356, 1.5628, 0.2571], [0.0234, 1.2033, 0.2297], [-1.9120, 2.5777, 1.2652], [-3.1053, 1.8876, 1.8887], [-2.8751, 0.4111, 1.7970], [1.6061, -0.5791, -0.6700], [1.6572, -0.8205, -2.1907], [1.6557, -1.9879, 0.1152], [1.9957, -1.7738, 1.6227], [-2.4726, -0.4156, -0.1032], [-1.7910, 1.9926, -0.7386], [-2.0429, 3.6065, 0.8373], [-1.0955, 2.6353, 1.9958], [-3.9516, 2.1206, 1.2536], [-3.3838, 2.3412, 2.8016], [-3.7861, -0.1005, 1.5946], [-2.3263, -0.1632, 2.5852], [-0.2031, -0.8416, 0.1667], [2.5735, -0.0736, -0.4642], [2.4228, -2.7705, -0.1342], [0.1215, -2.9787, -0.7835], [1.1342, -2.0607, 2.2580], [2.3305, -0.7601, 1.8061], [2.9354, -2.3602, 1.7026], [1.5800, 0.1421, -3.7835], [-2.1154, 0.3126, 0.5727], [0.3217, -0.0222, -0.1995], [0.8118, 2.0723, 0.5384], [2.0331, -1.8977, -2.6647], [0.2639, -2.5463, 0.0859], [1.2475, 0.2174, -2.8964]], "atomic_forces_ev_per_a": [[-1.473, -1.101, -2.447], [0.180, 2.718, 0.229], [1.586, 0.222, 0.904], [-0.747, 1.208, -0.508], [0.829, -0.936, -0.185], [0.134, -1.733, 0.693], [0.154, -2.598, 0.433], [-0.728, 0.004, 0.693], [0.461, -0.209, -1.069], [0.816, 1.981, 0.776], [0.937, -0.881, 0.628], [-0.174, -1.105, 0.439], [-0.188, 0.392, 0.111], [-0.408, -0.189, -0.346], [-0.047, 0.070, 1.433], [-1.006, -0.471, 0.456], [-0.516, 1.005, 0.109], [-0.357, 1.241, -0.638], [-0.892, 0.348, 0.343], [-1.176, 1.005, -1.140], [0.261, 0.378, 0.637], [0.891, 0.013, -0.196], [-0.412, 0.400, 0.189], [-0.900, -0.020, 1.008], [0.048, -0.295, -1.007], [-0.960, -1.797, -0.937], [1.358, -2.362, -0.761], [1.164, 0.141, -0.217], [-0.508, 2.255, 0.514], [1.681, -0.397, -0.741], [-0.005, 0.714, 0.597]], "lowdin_charge": [-0.2667, -0.4650, -0.1382, -0.1824, -0.2136, -0.1317, -0.4621, -0.2866, -0.0348, 0.1553, 0.1710, 0.1360, 0.1152, 0.1119, 0.0955, 0.0978, 0.1225, 0.1152, 0.1690, 0.1452, 0.1119, 0.0945, 0.0692, 0.0816, 0.1224, -0.0620, 0.1067, 0.0771, 0.0799, -0.0865, 0.1517], "e_lumo_ev": 0.53, "homo_energy_ev": -8.188, "smiles": "C[C@@H](O)[C@H](NC(=O)[C@@H]1CCCN1)C(=O)O", "gap_ha": 0.3203, "total_charge": 0, "e_above_lowest_kcal_mol": 55.8}

(2)
{"formula": "C15H26AuN6O7", "method": "wB97M-V/def2-TZVPD", "elements": ["O", "H", "Au", "N", "N", "N", "N", "O", "O", "O", "O", "C", "C", "C", "C", "C", "H", "H", "H", "C", "H", "H", "H", "C", "C", "H", "H", "H", "H", "H", "H", "H", "H", "C", "H", "H", "H", "O", "H", "H", "N", "C", "O", "C", "C", "C", "N", "C", "C", "H", "H", "H", "H", "H", "H"], "positions_angstrom": [[-0.7488, -0.7494, -4.2553], [-0.4400, -1.4929, -4.8157], [0.0872, 0.0672, -0.6144], [1.2954, -1.4929, -1.4968], [-1.1326, -1.7650, -0.4989], [0.4196, 2.2980, -0.4835], [-1.6714, 1.0124, 0.2925], [2.4379, -1.2410, -1.9411], [1.4044, 2.8412, -1.1114], [-2.7569, 0.3544, 0.6929], [-2.2545, -1.9642, 0.1127], [-0.6107, -2.8393, -1.1167], [0.6776, -2.6933, -1.6893], [-0.5483, 3.0581, 0.0353], [-1.6808, 2.3320, 0.5154], [1.3970, -3.7009, -2.4982], [1.1456, -3.6314, -3.5629], [1.1489, -4.7050, -2.1678], [2.4728, -3.5425, -2.3948], [-1.4040, -4.0948, -1.0947], [-2.3752, -3.9604, -1.5916], [-1.6035, -4.3968, -0.0576], [-0.8613, -4.9087, -1.5879], [-0.3532, 4.5300, 0.0977], [-2.7693, 3.0092, 1.2775], [0.2916, 4.8754, -0.7177], [0.1400, 4.7957, 1.0406], [-1.3076, 5.0592, 0.0491], [-3.4509, 2.2594, 1.6839], [-3.3329, 3.7066, 0.6413], [-2.3367, 3.5894, 2.1058], [1.3127, 1.5592, -2.1510], [-2.5838, -0.6665, 0.4533], [-2.3369, -0.2112, -4.1652], [-2.9715, -1.1258, -4.1227], [-2.4992, 0.5156, -4.9900], [-2.1276, 0.2369, -3.1945], [0.7231, 0.7934, -2.4969], [0.0900, -0.2850, -3.9153], [-0.1222, 1.2485, -2.6739], [3.3877, 0.9458, 5.3773], [2.4609, -0.0555, 5.1758], [2.1240, -0.8711, 6.0037], [1.9451, -0.0894, 3.7717], [2.6484, 0.5230, 2.7154], [2.0737, 0.4620, 1.4582], [0.9022, -0.1510, 1.2912], [0.2366, -0.7867, 2.2559], [0.7473, -0.8004, 3.5422], [3.6346, 1.0751, 6.3340], [3.4257, 1.7439, 4.7683], [3.6122, 1.0416, 2.8215], [2.5237, 0.9069, 0.5821], [-0.6923, -1.2739, 1.9860], [0.2060, -1.3450, 4.3244]], "atomic_forces_ev_per_a": [[0.095, -0.347, -0.698], [-0.741, 0.342, 0.119], [-1.507, -0.573, 1.195], [0.109, -2.974, -0.761], [1.148, -3.089, -1.975], [-1.381, 2.041, 0.641], [-1.120, 3.714, 0.364], [-0.271, 0.220, 0.104], [0.383, -0.830, -0.263], [-0.306, -0.355, 0.271], [-0.610, 0.707, 0.503], [-1.457, 1.828, 1.430], [1.638, 2.533, 0.022], [2.557, -1.150, -1.022], [-0.598, -2.814, 0.297], [0.237, -0.347, -0.010], [0.061, -0.006, 0.009], [0.037, -0.112, -0.056], [-0.145, -0.041, -0.069], [0.194, -0.597, -0.112], [0.197, 0.023, 0.225], [-0.059, 0.137, -0.239], [-0.205, 0.178, 0.085], [-0.236, 0.357, -0.020], [-0.183, -0.017, 0.162], [-0.154, -0.213, 0.174], [-0.070, 0.034, -0.115], [0.101, -0.035, 0.079], [0.074, 0.232, -0.090], [0.136, -0.182, 0.142], [-0.104, -0.101, -0.255], [0.130, 0.276, -0.176], [-0.273, -0.031, 0.164], [1.937, -0.225, 0.330], [0.814, 0.739, -0.157], [0.294, -0.841, 0.521], [-0.962, 0.079, -0.048], [-0.395, 1.053, -3.099], [-1.104, 0.171, 0.328], [0.641, 0.443, -0.032], [-0.683, -0.760, 0.124], [0.706, 0.466, -0.070], [0.092, 0.318, -0.096], [-0.339, -0.431, -0.431], [-0.351, -0.119, 0.152], [-0.092, -0.241, 0.857], [0.448, -0.287, 0.569], [0.698, 0.235, 0.493], [0.318, 0.318, -0.146], [0.317, 0.222, 0.488], [-0.041, -0.017, 0.117], [-0.569, -0.428, 0.133], [0.080, 0.043, 0.001], [0.001, 0.028, -0.018], [0.514, 0.425, -0.138]], "lowdin_spin": [0.0006, 0.0000, 0.6870, 0.3399, 0.0498, 0.2029, 0.0638, 0.3062, 0.1129, 0.0159, -0.0025, 0.0497, -0.0548, -0.0060, 0.0048, -0.0063, -0.0062, -0.0007, 0.0005, 0.0157, 0.0032, 0.0036, 0.0000, 0.0031, 0.0028, 0.0010, -0.0019, 0.0004, 0.0005, 0.0002, 0.0002, -0.0010, 0.0036, 0.0006, 0.0000, 0.0000, 0.0006, 0.0857, 0.0005, -0.0001, -0.0002, -0.0006, -0.0008, -0.0051, 0.0054, 0.0038, 0.1116, 0.0031, 0.0050, 0.0000, 0.0000, 0.0008, -0.0005, 0.0003, 0.0008], "e_lumo_ev": [-4.20, -4.31], "homo_energy_ev": [-10.149, -9.928], "multiplicity": 3, "gap_ha": [0.2187, 0.2063], "total_charge": 1}

(3)
{"formula": "C2HF2N", "method": "wB97M-V/def2-TZVPD", "elements": ["C", "C", "N", "F", "F", "H"], "positions_angstrom": [[1.1221, -1.2469, 0.7439], [-0.5770, 1.3382, -0.7934], [0.7054, -0.4731, -0.0007], [-1.3503, 1.8112, 0.1370], [-1.3475, 0.5190, -1.4739], [1.4473, -1.9484, 1.3871]], "atomic_forces_ev_per_a": [[-1.415, 2.627, -2.506], [0.028, 0.953, -1.191], [0.738, -1.433, 1.115], [-0.337, -0.185, 0.547], [-0.037, -0.012, 0.185], [1.023, -1.950, 1.850]], "lowdin_charge": [0.0252, -0.1969, 0.0836, 0.0479, 0.0155, 0.0248], "e_lumo_ev": 0.82, "homo_energy_ev": -9.976, "gap_ha": 0.3968, "total_charge": 0, "e_above_lowest_kcal_mol": 57.0}

Total energy, respectively: -762.9714 -1577.4288 -331.1764 hartree.